(1)
Below is the ion C3H7Br2N2 with charge +1, with properties calculated with ωB97M-V with the def2-TZVPD basis set.

Each atom is followed by the atoms it is bonded to, with distances in Å.
Cartesian coordinates (Å):
1 N -1.093 0.143 -1.516  C2 1.469, H8 1.011, H9 0.994
2 C 0.347 0.103 -1.229  N1 1.469, C3 1.613, H10 1.054, H11 1.121
3 C 0.994 0.532 0.185  C2 1.613, Br4 1.889, Br5 1.994, C6 1.531
4 Br 2.870 0.335 0.288  C3 1.889
5 Br 0.326 2.309 0.795  C3 1.994
6 C 0.477 -0.520 1.169  C3 1.531, N7 1.275, H12 1.079
7 N -0.758 -0.508 1.487  C6 1.275, H13 1.052, H14 1.022
8 H -1.587 -0.737 -1.461  N1 1.011
9 H -1.571 0.986 -1.295  N1 0.994
10 H 0.870 0.682 -1.937  C2 1.054
11 H 0.601 -0.985 -1.326  C2 1.121
12 H 1.090 -1.156 1.790  C6 1.079
13 H -1.170 -1.164 2.198  N7 1.052
14 H -1.395 -0.019 0.854  N7 1.022

Values from the calculation:
Energy relative to the best compared isomer or geometry (same formula, charge and spin): 27.4 kcal per mole
Frontier orbital gap: 8.33 eV
SMILES string: NCC(Br)(Br)C=[NH2+]
LUMO energy: -5.58 eV
Total charge: +1

***

(2)
Below is the ion C3H7BrN3 with charge +1, with properties calculated with ωB97M-V with the def2-TZVPD basis set.

Each atom is followed by the atoms it is bonded to, with distances in Å.
Cartesian coordinates (Å):
1 N -0.313 2.589 0.048  C2 1.617, H8 1.028, H9 1.039, H10 1.147
2 C -0.581 1.029 -0.284  N1 1.617, Br3 1.950, N4 1.251
3 Br -2.060 1.006 -1.554  C2 1.950
4 N 0.018 0.232 0.472  C2 1.251, N5 1.326
5 N 0.012 -1.084 0.624  N4 1.326, C6 1.451, C7 1.341
6 C -0.318 -2.009 -0.444  N5 1.451, C7 1.478, H11 1.154, H12 1.079
7 C 0.958 -1.977 0.299  N5 1.341, C6 1.478, H13 1.106, H14 1.114
8 H -1.183 3.084 -0.185  N1 1.028
9 H 0.554 2.852 -0.459  N1 1.039
10 H -0.027 2.503 1.156  N1 1.147
11 H -0.295 -1.354 -1.394  C6 1.154
12 H -1.148 -2.642 -0.173  C6 1.079
13 H 1.220 -2.829 0.953  C7 1.106
14 H 1.796 -1.463 -0.224  C7 1.114

Values from the calculation:
Energy relative to the best compared isomer or geometry (same formula, charge and spin): 85.5 kcal per mole
Frontier orbital gap: 9.44 eV
SMILES string: [NH3+]/C(Br)=N/N1CC1
LUMO energy: -3.94 eV
Total charge: +1

***

Please write out number 2 again, unchanged.
Below is the ion C3H7BrN3 with charge +1, with properties calculated with ωB97M-V with the def2-TZVPD basis set.

Each atom is followed by the atoms it is bonded to, with distances in Å.
Cartesian coordinates (Å):
1 N -0.313 2.589 0.048  C2 1.617, H8 1.028, H9 1.039, H10 1.147
2 C -0.581 1.029 -0.284  N1 1.617, Br3 1.950, N4 1.251
3 Br -2.060 1.006 -1.554  C2 1.950
4 N 0.018 0.232 0.472  C2 1.251, N5 1.326
5 N 0.012 -1.084 0.624  N4 1.326, C6 1.451, C7 1.341
6 C -0.318 -2.009 -0.444  N5 1.451, C7 1.478, H11 1.154, H12 1.079
7 C 0.958 -1.977 0.299  N5 1.341, C6 1.478, H13 1.106, H14 1.114
8 H -1.183 3.084 -0.185  N1 1.028
9 H 0.554 2.852 -0.459  N1 1.039
10 H -0.027 2.503 1.156  N1 1.147
11 H -0.295 -1.354 -1.394  C6 1.154
12 H -1.148 -2.642 -0.173  C6 1.079
13 H 1.220 -2.829 0.953  C7 1.106
14 H 1.796 -1.463 -0.224  C7 1.114

Values from the calculation:
Energy relative to the best compared isomer or geometry (same formula, charge and spin): 85.5 kcal per mole
Frontier orbital gap: 9.44 eV
SMILES string: [NH3+]/C(Br)=N/N1CC1
LUMO energy: -3.94 eV
Total charge: +1

***

Please write out number 2 again, unchanged.
Below is the ion C3H7BrN3 with charge +1, with properties calculated with ωB97M-V with the def2-TZVPD basis set.

Each atom is followed by the atoms it is bonded to, with distances in Å.
Cartesian coordinates (Å):
1 N -0.313 2.589 0.048  C2 1.617, H8 1.028, H9 1.039, H10 1.147
2 C -0.581 1.029 -0.284  N1 1.617, Br3 1.950, N4 1.251
3 Br -2.060 1.006 -1.554  C2 1.950
4 N 0.018 0.232 0.472  C2 1.251, N5 1.326
5 N 0.012 -1.084 0.624  N4 1.326, C6 1.451, C7 1.341
6 C -0.318 -2.009 -0.444  N5 1.451, C7 1.478, H11 1.154, H12 1.079
7 C 0.958 -1.977 0.299  N5 1.341, C6 1.478, H13 1.106, H14 1.114
8 H -1.183 3.084 -0.185  N1 1.028
9 H 0.554 2.852 -0.459  N1 1.039
10 H -0.027 2.503 1.156  N1 1.147
11 H -0.295 -1.354 -1.394  C6 1.154
12 H -1.148 -2.642 -0.173  C6 1.079
13 H 1.220 -2.829 0.953  C7 1.106
14 H 1.796 -1.463 -0.224  C7 1.114

Values from the calculation:
Energy relative to the best compared isomer or geometry (same formula, charge and spin): 85.5 kcal per mole
Frontier orbital gap: 9.44 eV
SMILES string: [NH3+]/C(Br)=N/N1CC1
LUMO energy: -3.94 eV
Total charge: +1

***

Question: Which value of LUMO energy does entry 1 give?
Answer: -5.58 eV